A molecular structure, C6H16AgAs2F12O5 in a non-equilibrium geometry. Source: OMol25; level of theory: the ωB97M-V functional and the def2-TZVPD basis.

Cartesian coordinates (Å):
Ag (0.570165, -0.563189, -1.190749)
As (-2.100095, 4.200311, 2.905581)
F (-2.339585, 5.453391, 1.678251)
F (-2.591235, 5.294841, 4.179751)
F (-1.776975, 2.899351, 4.132511)
F (-1.636315, 3.023591, 1.538951)
F (-0.390375, 4.613691, 3.003171)
F (-3.776315, 3.661691, 2.727581)
As (5.100465, 3.702091, -3.329599)
F (4.710005, 2.588691, -4.655859)
F (3.886905, 2.893761, -2.297019)
F (5.611965, 4.854251, -2.050589)
F (6.207495, 4.567931, -4.429689)
F (3.778175, 4.865381, -3.896759)
F (6.381715, 2.608931, -2.740199)
O (-0.103595, 0.377091, -4.833079)
H (-0.972385, 0.789031, -5.006399)
O (3.373305, -2.820479, -2.610929)
H (3.947705, -3.506959, -2.219349)
C (1.744355, -0.844589, 2.464121)
O (0.580005, -1.466639, 1.845101)
C (0.093865, -2.538409, 2.649911)
C (-1.168275, -3.139679, 1.914071)
O (-0.875045, -3.254789, 0.495831)
C (-1.842875, -3.827059, -0.407369)
C (-3.024675, -2.862229, -0.601459)
O (-2.398975, -1.605519, -0.642399)
C (-3.234455, -0.521499, -1.072639)
H (2.486715, -1.539219, 2.857181)
H (1.419415, -0.145579, 3.234761)
H (2.234845, -0.166869, 1.765391)
H (-0.152235, -2.219509, 3.662751)
H (0.854565, -3.310759, 2.763541)
H (-1.995095, -2.466769, 2.141331)
H (-1.494405, -4.100589, 2.312051)
H (-2.143915, -4.770899, 0.047221)
H (-1.324495, -4.075029, -1.333599)
H (-3.715825, -2.944429, 0.237381)
H (-3.520235, -3.064939, -1.550899)
H (-4.054405, -0.248799, -0.408249)
H (-3.668795, -0.791349, -2.035259)
H (-2.681095, 0.401761, -1.244349)

Atomic forces in eV per Å
0.46 -0.78 0.12
0.88 -1.79 -1.19
0.01 -0.68 0.86
0.38 -0.35 -0.47
-0.54 1.17 -1.16
-0.67 1.18 1.62
-1.03 0.10 0.19
0.88 0.26 0.16
-0.50 0.82 -0.28
0.24 0.75 0.94
1.10 0.79 -0.67
-0.82 -0.94 -0.86
-0.49 -0.74 0.68
1.48 -1.37 0.78
-0.99 0.78 -0.63
-0.17 -0.02 0.09
0.16 0.02 0.02
-0.20 -0.17 0.25
-0.48 0.48 0.00
-0.84 0.70 -0.29
1.10 0.06 0.87
-0.62 -0.65 -1.56
0.50 0.66 -0.58
0.20 -0.06 0.44
0.25 0.13 1.73
1.22 -0.17 -0.03
-0.37 1.70 -0.18
-0.17 -0.43 -0.55
-0.21 -0.30 -0.12
-0.19 -0.30 0.46
-0.08 -0.44 -0.49
-0.37 0.26 0.04
0.27 -0.12 -0.23
-0.18 0.35 -0.53
0.41 -0.35 0.18
-0.50 -0.26 -0.17
0.13 0.42 0.06
-0.27 0.14 0.04
-0.32 -0.14 -0.06
0.05 -0.37 0.43
-0.21 -0.03 -0.22
0.50 -0.29 0.30

The spin multiplicity is 2. For the LUMO energy (alpha / beta), the calculation gives 2.20 / 1.29 eV. The value obtained for the HOMO energy (alpha / beta) is -2.18 / -2.21 eV. The total charge is -2. For the relative energy (zero: lowest compared OMol25 entry of this formula, charge and spin), the calculation gives 430.1 kJ/mol.